1.
{
  "formula": "C30H56BrF3N3O4",
  "method": "ωB97M-V with the def2-TZVPD basis set",
  "elements": ["C", "C", "C", "C", "C", "C", "C", "C", "C", "C", "C", "C", "C", "C", "N", "C", "C", "O", "C", "C", "O", "N", "C", "Br", "C", "N", "C", "C", "C", "C", "C", "F", "C", "F", "F", "H", "H", "H", "H", "H", "H", "H", "H", "H", "H", "H", "H", "H", "H", "H", "H", "H", "H", "H", "H", "H", "H", "H", "H", "H", "H", "H", "H", "H", "H", "H", "H", "H", "H", "H", "H", "H", "H", "H", "H", "H", "H", "H", "H", "H", "H", "C", "O", "C", "C", "O", "C", "H", "H", "H", "H", "H", "H", "H", "H", "H", "H"],
  "positions_angstrom": [[-2.4076, 5.9293, 1.5633], [-1.9716, 6.7947, 0.2344], [-2.5451, 6.1955, -1.1866], [-1.2266, 5.7512, -2.0945], [-1.5616, 5.6633, -3.7114], [-1.8377, 4.1007, -4.0916], [-0.6622, 3.3319, -4.9159], [0.8111, 4.0274, -4.9111], [1.5921, 4.0601, -3.4769], [1.4182, 2.7310, -2.5384], [1.5700, 3.2665, -0.9613], [2.1579, 2.1307, 0.0615], [1.4537, 0.6548, -0.0500], [0.8751, 0.0615, 1.3846], [-0.5852, 0.3527, 1.6358], [-1.0437, 1.6774, 1.0817], [-2.0030, 1.6037, -0.2863], [-0.7335, 2.8948, 1.5318], [-1.0138, 0.1133, 3.0622], [-0.9285, 1.2489, 4.2875], [-1.5699, -1.0677, 3.4522], [1.7097, 0.4196, 2.5904], [3.1469, -0.0305, 2.4821], [4.0228, 0.5097, 4.2429], [3.2342, -1.6651, 2.4185], [2.3916, -2.1259, 1.2473], [2.2648, -3.6559, 1.4104], [0.9746, -1.6012, 1.2295], [0.1293, -2.1350, -0.1121], [-1.0165, -3.2756, 0.3162], [-2.3854, -3.1789, -0.5932], [-2.5743, -3.8086, -1.9374], [-3.5373, -2.4207, 0.0336], [-4.0023, -2.7103, 1.4401], [-4.3004, -1.3845, -0.7032], [-2.9890, 6.6230, 2.3408], [-3.0640, 4.9864, 1.3386], [-1.4340, 5.5734, 2.1541], [-0.7813, 6.8549, 0.2603], [-2.4265, 7.8759, 0.3489], [-3.2733, 6.9076, -1.7629], [-3.1131, 5.1769, -0.9330], [-0.9920, 4.6294, -1.7618], [-0.2555, 6.3624, -1.8399], [-2.6040, 6.2308, -3.8437], [-0.8035, 6.2328, -4.3944], [-2.8080, 4.0887, -4.7871], [-2.1293, 3.4101, -3.1657], [-0.6496, 2.2023, -4.5323], [-1.0285, 3.2588, -6.0495], [1.4880, 3.4005, -5.6689], [0.8117, 5.1331, -5.3613], [2.7563, 4.1352, -3.7319], [1.3573, 5.0720, -2.8884], [0.3724, 2.2105, -2.5860], [2.3238, 2.0054, -2.8139], [2.3803, 4.1367, -1.0058], [0.5902, 3.7526, -0.5463], [2.1407, 2.6045, 1.1431], [3.3152, 2.0103, -0.2056], [2.3020, -0.0786, -0.4605], [0.6122, 0.6257, -0.8966], [-1.7402, 0.5883, -0.8381], [-3.1482, 1.6139, -0.0418], [-1.6906, 2.4606, -1.0558], [-2.0150, 1.6683, 4.4541], [-0.2428, 2.1578, 4.0171], [-0.5988, 0.7413, 5.3165], [1.6069, 1.4137, 2.8878], [3.7772, 0.4992, 1.6505], [2.9888, -2.2183, 3.4201], [4.3638, -1.9256, 2.1340], [2.9318, -1.9918, 0.3651], [1.9271, -4.1955, 0.4288], [1.6220, -3.9458, 2.3637], [3.3690, -4.0290, 1.6615], [0.4217, -2.1276, 2.1476], [-0.4630, -1.2809, -0.6491], [0.8882, -2.6768, -0.8574], [-1.3561, -3.1733, 1.4412], [-0.5701, -4.3480, 0.1643], [-0.5113, -7.2354, -0.4057], [-0.2362, -6.7414, 0.9009], [-0.7426, -7.6049, 1.9234], [0.3751, -8.4547, 2.5363], [0.8941, -9.3917, 1.5876], [2.1352, -8.9665, 1.0343], [0.0827, -6.6600, -1.1202], [-0.2476, -8.2898, -0.5074], [-1.5711, -7.0935, -0.6376], [-1.5522, -8.2361, 1.5374], [-1.1622, -6.9612, 2.7040], [-0.0421, -9.0377, 3.3642], [1.1742, -7.8221, 2.9397], [2.9299, -9.0859, 1.7767], [2.0960, -7.9271, 0.6959], [2.3622, -9.6022, 0.1742]],
  "forces_ev_per_angstrom": [[0.4, 0.4, 1.1], [-0.5, 0.3, 0.5], [1.3, -1.1, 0.4], [-0.2, -0.9, -0.2], [-1.4, 0.1, 1.1], [-0.9, -0.3, -1.0], [-0.5, -0.3, -0.8], [0.7, -0.4, -0.6], [0.6, 0.4, -0.4], [0.4, 1.0, 1.2], [1.1, 0.1, -0.4], [0.7, 0.8, -0.3], [0.1, 0.3, -0.5], [1.1, -1.5, -0.8], [0.3, 1.2, 1.1], [0.1, 6.1, -0.1], [1.3, -0.8, -0.3], [-1.4, -7.8, -2.0], [-2.8, -4.7, 4.1], [-0.3, 0.0, -0.4], [3.9, 7.1, -3.4], [0.6, -0.6, -1.0], [-0.4, -0.1, 0.7], [-0.6, -0.5, -1.5], [2.2, 1.7, 0.2], [-0.5, -2.1, 0.7], [1.6, -2.2, 0.6], [-3.1, 0.6, 0.0], [-0.2, -0.8, 0.1], [-0.5, -1.3, -0.8], [-3.1, 1.3, 2.0], [1.1, 2.8, 3.8], [1.2, -1.0, -1.3], [1.9, 1.9, -5.0], [1.8, -4.1, 2.8], [1.1, -1.6, -1.8], [1.3, 1.8, 0.3], [-2.2, 0.6, -1.4], [-2.7, 0.0, -0.4], [1.2, -2.1, -0.1], [1.6, -1.2, 1.2], [1.0, 2.3, -0.7], [-0.3, 2.4, -0.6], [-2.1, -0.9, -0.5], [2.3, -1.2, 0.2], [-1.3, -1.4, 1.3], [2.1, -0.1, 1.5], [0.6, 1.9, -1.6], [0.3, 2.5, -0.9], [1.0, 0.2, 2.4], [-1.5, 1.3, 1.6], [-0.2, -2.5, 1.0], [-2.5, -0.1, 0.6], [0.2, -2.4, -1.2], [2.0, 0.9, -0.4], [-2.2, 1.3, 0.7], [-1.7, -1.8, 0.3], [1.7, -1.1, -0.9], [-0.2, -1.2, -2.1], [-2.5, 0.2, 0.5], [-1.9, 1.4, 1.0], [1.8, 0.2, 2.0], [-0.8, 2.0, 1.3], [2.3, 0.1, -0.3], [-0.8, -1.6, 2.1], [2.1, -0.9, -0.5], [-1.3, -1.9, 0.4], [-0.7, 0.9, -2.6], [0.3, -1.0, -0.6], [-1.2, -1.1, 1.5], [0.0, 1.3, -2.1], [-2.5, 0.5, 0.7], [-0.8, 0.3, 0.7], [0.4, 1.3, 2.0], [1.1, 0.9, -2.3], [-2.4, 0.7, -0.7], [1.4, 1.5, -1.7], [1.5, -1.5, 1.1], [-1.7, 1.4, 1.4], [0.5, 0.0, -2.3], [-0.8, 2.0, 0.5], [0.0, 0.2, -0.1], [0.0, -0.2, -0.1], [0.5, 0.2, 0.3], [-0.5, -0.4, -0.4], [0.2, 0.6, 0.1], [-0.1, -0.3, 0.0], [0.0, 0.0, 0.1], [0.0, 0.0, 0.1], [0.0, -0.1, -0.1], [0.2, 0.0, 0.0], [0.0, -0.1, 0.0], [0.0, 0.1, 0.0], [-0.1, 0.0, -0.1], [0.1, 0.1, 0.0], [0.0, 0.0, 0.0], [-0.1, 0.0, 0.2]],
  "mulliken_charge": [-0.730, -0.383, -0.495, 0.084, -0.889, -0.175, -0.608, -0.820, -0.530, 0.106, -0.445, -0.808, 0.052, -0.535, 1.060, 0.111, -0.109, -0.464, 0.404, -0.855, -0.547, 0.007, -0.404, -0.086, -0.494, 0.358, -0.706, -1.615, -0.636, 0.115, 0.039, -0.305, 0.398, -0.223, -0.227, 0.295, 0.192, 0.086, 0.218, 0.348, 0.410, 0.142, -0.468, 0.452, 0.374, 0.218, 0.429, -0.052, 0.196, 0.353, 0.366, 0.308, 0.389, 0.108, -0.058, 0.295, 0.460, -0.173, 0.142, 0.419, 0.121, 0.027, 0.069, 0.440, -0.290, 0.349, 0.206, 0.302, 0.504, 0.407, 0.436, 0.382, 0.541, 0.246, 0.313, 0.407, 0.823, -0.021, 0.570, 0.368, -0.288, -0.995, -0.126, -0.530, -0.548, -0.376, -0.598, 0.247, 0.478, 0.296, 0.378, 0.366, 0.378, 0.275, 0.336, 0.158, 0.251],
  "e_homo_ev": -11.49,
  "homo_lumo_gap_ev": 8.37,
  "multiplicity": 1,
  "charge": 1
}

2.
{
  "formula": "C4H2O2Sm",
  "method": "ωB97M-V with the def2-TZVPD basis set",
  "elements": ["H", "C", "C", "O", "O", "Sm", "C", "C", "H"],
  "positions_angstrom": [[-1.0826, -2.4414, -0.6505], [-0.9957, -1.4399, -0.2205], [-2.0050, -0.6023, -0.0694], [0.2905, -1.2096, 0.1655], [0.4702, 0.1030, 0.7514], [2.3572, 0.2609, -0.6983], [-3.4297, 1.1135, 0.8379], [-2.7506, 0.5161, -0.0147], [-3.9138, 1.7716, 1.5392]],
  "forces_ev_per_angstrom": [[0.0, 0.2, 0.3], [-1.9, 0.5, -0.4], [1.3, -0.4, -1.8], [1.9, 0.2, 0.0], [1.6, 0.4, -1.2], [-2.5, -0.7, 1.5], [0.0, 0.7, -0.8], [-0.4, -0.8, 2.7], [0.0, -0.2, -0.4]],
  "mulliken_spin": [0.038, -0.015, 0.594, 0.003, -0.022, 6.038, 0.515, -0.156, 0.007],
  "e_homo_ev": [-10.66, -11.01],
  "homo_lumo_gap_ev": [4.97, 5.43],
  "multiplicity": 8,
  "charge": 1
}

3.
{
  "formula": "C28H31BFeO5S",
  "method": "ωB97M-V with the def2-TZVPD basis set",
  "elements": ["C", "C", "C", "C", "C", "B", "C", "C", "C", "C", "C", "S", "O", "C", "C", "C", "C", "C", "C", "O", "C", "C", "H", "H", "H", "H", "H", "H", "H", "H", "H", "H", "H", "H", "H", "H", "H", "H", "H", "H", "H", "H", "H", "H", "H", "H", "O", "C", "Fe", "C", "O", "C", "O", "C", "C", "C", "C", "C", "C", "C", "H", "H", "H", "H", "H", "H", "H"],
  "positions_angstrom": [[-0.8550, 3.0106, -5.6090], [-0.8052, 2.1567, -4.3819], [0.4209, 1.8151, -3.8090], [0.4640, 0.9545, -2.7053], [-0.6995, 0.4896, -2.0853], [-0.6852, -0.6693, -0.9160], [0.2988, -1.8613, -1.6510], [1.5162, -2.4850, -1.4947], [1.5847, -3.7259, -2.2429], [0.4269, -4.0425, -2.9295], [0.0822, -5.2769, -3.6714], [-0.7280, -2.7752, -2.7271], [-0.0647, -0.6595, 0.3942], [-1.0532, -0.9463, 1.3662], [-0.4301, -1.7367, 2.5034], [-1.5541, 0.3889, 1.9064], [-2.1390, -1.7329, 0.5034], [-1.8098, -3.2090, 0.3777], [-3.5395, -1.5776, 1.0714], [-2.0585, -1.1388, -0.7822], [-1.9273, 0.8942, -2.6292], [-1.9756, 1.6899, -3.7794], [-1.8853, 3.1027, -5.9502], [-0.4620, 4.0112, -5.4099], [-0.2598, 2.5768, -6.4165], [1.3486, 2.2162, -4.2250], [1.4315, 0.6248, -2.3327], [2.3602, -2.1075, -0.9149], [2.4624, -4.3652, -2.2495], [0.9824, -5.8369, -3.9343], [-0.5492, -5.9280, -3.0525], [-0.4752, -5.0421, -4.5853], [-1.1816, -1.9470, 3.2814], [0.0158, -2.6868, 2.1722], [0.3702, -1.1357, 2.9566], [-0.7050, 1.0141, 2.2147], [-2.1169, 0.9275, 1.1340], [-2.2085, 0.2607, 2.7789], [-1.9325, -3.6970, 1.3504], [-2.5061, -3.6784, -0.3264], [-0.7892, -3.3813, 0.0179], [-3.4860, -1.8487, 2.1351], [-3.8866, -0.5427, 0.9676], [-4.2377, -2.2545, 0.5633], [-2.8711, 0.5399, -2.2177], [-2.9371, 1.9593, -4.2228], [2.7419, 5.4314, 5.8198], [2.3432, 4.4791, 5.2725], [1.6004, 3.0506, 4.5099], [1.4107, 2.1918, 6.0409], [1.2178, 1.9333, 7.1609], [0.2726, 4.1870, 5.0114], [-0.5492, 4.8820, 5.4650], [1.8185, 0.3913, 0.2721], [1.2181, 1.6583, 0.1956], [1.5351, 2.8536, 0.8250], [2.3144, 3.0851, 1.9597], [2.7575, 2.0839, 2.8464], [2.7337, 0.6730, 2.6145], [2.4267, -0.0489, 1.4701], [1.9771, -0.2041, -0.6217], [0.3714, 1.7502, -0.4785], [1.1271, 3.7413, 0.3207], [2.5974, 4.1328, 2.1530], [3.3287, 2.4157, 3.7522], [3.1612, 0.0883, 3.4496], [2.6454, -1.1199, 1.5173]],
  "forces_ev_per_angstrom": [[-0.5, -0.4, 0.2], [0.0, 0.9, -1.0], [1.6, -1.2, 1.8], [1.2, 1.3, -2.1], [-0.1, -0.5, 1.2], [-0.2, -0.5, -0.7], [-2.1, 0.0, -1.0], [1.2, -2.6, -1.3], [1.6, 2.0, 2.0], [-1.6, 0.3, -0.4], [0.4, 0.0, -0.3], [0.1, -0.5, -0.2], [0.0, 0.2, -0.7], [-0.8, -0.2, 0.5], [0.1, -0.3, 0.1], [-0.4, 0.2, 0.0], [-0.1, -0.1, 0.9], [0.0, -0.3, 0.3], [0.1, 0.1, 0.1], [1.3, 0.7, 0.0], [-1.4, 0.8, -2.0], [-1.2, -0.9, 1.5], [0.1, 0.1, -0.1], [0.1, 0.0, 0.1], [0.1, 0.0, 0.1], [-0.3, -0.2, 0.1], [-0.1, 0.2, -0.2], [-0.3, -0.3, -0.1], [-0.1, 0.1, 0.0], [-0.1, 0.0, 0.0], [0.0, 0.1, 0.0], [0.0, -0.1, 0.2], [0.3, 0.0, -0.3], [-0.2, 0.3, 0.1], [-0.3, -0.1, 0.0], [-0.1, -0.2, 0.0], [0.1, 0.0, 0.1], [0.1, 0.0, -0.3], [0.1, -0.1, -0.2], [0.1, 0.1, 0.1], [-0.1, 0.0, 0.2], [-0.3, 0.1, -0.2], [0.0, -0.3, 0.1], [0.1, 0.2, 0.1], [0.4, 0.0, 0.1], [0.3, -0.1, 0.2], [-1.5, -2.7, -1.5], [4.1, 3.5, 2.0], [-0.5, 0.7, -1.4], [-0.6, -1.3, 4.3], [0.6, 0.4, -3.1], [-5.1, 1.3, 0.4], [2.9, -1.8, -1.2], [1.1, 0.6, 1.9], [-0.4, 1.2, -0.2], [-0.6, -0.5, -0.5], [0.6, 0.1, 1.1], [0.2, -0.2, -0.4], [0.3, 0.3, 0.5], [0.3, -0.1, -0.1], [-0.6, 0.1, 0.3], [0.6, 0.1, -0.4], [0.0, -0.4, 0.4], [-0.1, -0.6, 0.1], [-0.1, -0.2, -0.5], [-0.3, 0.3, -0.5], [0.1, 0.3, 0.0]],
  "mulliken_spin": [0.003, 0.190, 0.142, 0.067, 0.196, 0.125, 0.405, 0.039, 0.231, 0.269, 0.024, -0.055, 0.046, -0.023, -0.001, -0.043, 0.016, -0.001, 0.004, 0.024, 0.025, 0.134, -0.004, 0.034, 0.026, 0.003, -0.024, -0.001, 0.005, -0.001, 0.037, 0.016, -0.001, 0.001, 0.007, 0.070, 0.000, -0.005, 0.001, 0.002, 0.006, 0.000, 0.000, 0.000, -0.006, 0.005, -0.009, -0.026, 1.822, -0.026, 0.015, -0.064, -0.003, -0.017, 0.076, -0.044, 0.164, 0.030, 0.013, 0.047, 0.000, 0.034, -0.006, 0.009, -0.004, 0.002, 0.002],
  "e_homo_ev": [-12.69, -13.71],
  "homo_lumo_gap_ev": [5.69, 3.95],
  "multiplicity": 5,
  "charge": 2
}

The evaluated strongest force on any atom for the records listed, in turn: 0.1709, 0.0582, 0.1121 Eh/bohr.
The evaluated calculated total energy for the records listed, in turn: -4514.62573, -961.51633, -3147.74431 Eh.